Entry 1:
A molecular structure, C3H4O2 at a distorted geometry, computed with ωB97M-V/def2-TZVPD.

The maximum force is 6.93 eV/Å. The LUMO energy is 0.55 eV. The calculation puts the energy above the lowest of the compared OMol25 structures with the same formula, charge and spin at 98.7 kcal/mol. The value obtained for the highest occupied orbital energy is -8.774 eV. The energy is -267.0355 Eh.

Each line ends with the natural charge from an NBO analysis.
Cartesian coordinates (Å):
O 0.25250 0.42481 1.08613  -0.513
O 1.21263 -1.29078 -0.35550  -0.703
C -0.40262 1.28972 0.31746  0.163
C 0.18211 -0.50456 -0.00335  0.457
C -0.43143 0.51333 -0.81799  -0.416
H 1.60131 -1.99816 0.24601  0.515
H -1.01025 -1.25788 0.55102  0.047
H -0.97427 0.49495 -1.78169  0.235
H -0.42998 2.32857 0.75790  0.216

Entry 2:
C3H4O2S in the gas phase at a distorted geometry, computed with ωB97M-V/def2-TZVPD.

The maximum force is 6.01 eV/Å. The LUMO energy is -0.52 eV. The calculation puts the energy above the lowest of the compared OMol25 structures with the same formula, charge and spin at 82.5 kcal/mol. The value obtained for the highest occupied orbital energy is -8.961 eV. The energy is -665.2541 Eh.

Each line ends with the natural charge from an NBO analysis.
Cartesian coordinates (Å):
S 1.59164 0.26856 0.82098  -0.099
O -0.04291 -1.92233 0.67803  -0.617
O -1.39587 1.27602 -0.22751  -0.451
C -0.93062 -0.06709 -0.61568  -0.113
C 0.18003 -0.64376 0.22344  0.282
C -0.87162 0.89958 -1.57245  -0.101
H -1.83879 -0.59342 -0.63287  0.204
H 0.01537 1.37379 -1.86839  0.210
H -0.79842 -2.22507 -0.03793  0.477
H -1.60088 1.18584 -2.41237  0.207

Entry 3:
C3H4O2S in the gas phase at a distorted geometry, computed with ωB97M-V/def2-TZVPD.

The maximum force is 6.26 eV/Å. The LUMO energy (spin up / spin down) is -1.14 / -1.14 eV. The calculation puts the energy above the lowest of the compared OMol25 structures with the same formula, charge and spin at 115.0 kcal/mol. The value obtained for the highest occupied orbital energy (spin up / spin down) is -9.824 / -9.824 eV. The energy is -665.2023 Eh.

Each line ends with the natural charge from an NBO analysis.
Cartesian coordinates (Å):
S 1.70773 0.09232 -0.14632  1.994
O 3.11796 0.50016 -0.10384  -0.842
O 1.35604 -1.28378 0.13931  -0.870
C 0.52361 1.17810 0.24368  -0.617
C -1.37898 -0.93845 0.05597  -0.405
C -1.15188 0.33892 -0.06910  -0.126
H 0.61395 2.13450 -0.12672  0.222
H -0.60623 -1.70655 0.37948  0.249
H -2.33225 -1.34362 -0.14785  0.211
H -1.84996 1.02840 -0.22460  0.183

Entry 4:
A molecular structure, C3H4O2S at a distorted geometry, computed with ωB97M-V/def2-TZVPD.

The maximum force is 4.24 eV/Å. The LUMO energy is -0.72 eV. The calculation puts the energy above the lowest of the compared OMol25 structures with the same formula, charge and spin at 124.4 kcal/mol. The value obtained for the highest occupied orbital energy is -10.521 eV. The energy is -665.1873 Eh.

Each line ends with the natural charge from an NBO analysis.
Cartesian coordinates (Å):
S 1.02136 -0.10538 -0.10184  2.105
O 1.75286 -0.02048 -1.34242  -0.849
O 1.63178 -0.14277 1.19991  -0.868
C -1.24353 2.53023 -0.00954  -0.309
C -0.37363 1.70145 -0.12679  -0.267
C -0.11732 -1.57651 0.00528  -0.766
H -0.94466 -1.71005 -0.72409  0.257
H -0.46590 -1.73392 1.01427  0.256
H -1.95045 3.20741 0.23068  0.218
H 0.68950 -2.14997 -0.14545  0.222